Molecular formula: C5H10N2O8
Method: DFT, wB97M-V/def2-TZVPD

Geometry as XYZ:
```
25
Properties=species:S:1:pos:R:3:forces:R:3:lowdin_charge:R:1
C -2.730467 -3.608635 0.497271 -0.3 0.0 -0.1 -0.11
C -2.767545 -2.136404 0.128298 0.3 0.4 -0.1 -0.26
C -1.357619 -1.554685 0.115140 0.4 -0.2 0.2 -0.17
C -1.314595 -0.091361 -0.301854 0.4 -2.0 -0.8 -0.29
C 0.099098 0.549050 -0.459939 -1.7 0.8 1.8 -0.32
O 0.967716 0.106969 -1.334571 1.2 -3.2 0.3 0.03
O 1.597740 -1.605207 -0.295065 -0.2 2.5 0.3 -0.04
O 2.322581 -1.095220 0.608862 1.0 -1.5 -2.7 -0.02
N 4.083785 -1.219544 -0.288377 -0.4 0.1 0.5 -0.21
O 4.159059 -2.143882 -1.061905 -0.4 2.9 2.2 0.17
O 4.711618 -0.296190 0.136507 -0.5 -2.1 -1.3 0.16
O -2.111928 0.523730 0.715552 0.3 2.4 -1.2 0.05
N -2.398551 1.884660 0.301046 -0.2 0.2 -0.1 -0.33
O -1.966668 2.219783 -0.804135 -1.5 0.0 2.1 0.07
O -3.041853 2.511244 1.103921 0.9 -0.8 -1.1 0.14
H -3.745302 -4.000971 0.455342 0.0 -0.3 0.1 0.07
H -2.103441 -4.175420 -0.197980 -0.1 0.0 0.1 0.08
H -2.347588 -3.746999 1.513447 0.0 0.0 -0.1 0.08
H -3.151606 -1.983246 -0.888256 -0.3 -0.2 0.2 0.12
H -3.411657 -1.583824 0.825532 0.1 -0.1 -0.2 0.11
H -0.876379 -1.696549 1.097977 -0.1 0.1 -0.3 0.13
H -0.772110 -2.118004 -0.618405 0.1 0.1 0.1 0.12
H -1.787921 -0.015115 -1.291569 -0.2 0.1 0.4 0.16
H -0.223474 1.490553 -0.911119 0.6 0.7 0.0 0.13
H 0.459287 0.782686 0.562739 0.4 0.0 -0.2 0.14
```
Positions in Å, forces in eV/Å.

Results
- gap between HOMO and LUMO (alpha / beta) (Ha) = 0.265 / 0.265
- electronic energy (Ha) = -907.39984
- ΔE to the lowest compared entry with this formula, charge and spin (kJ/mol) = 746.0